Record 1
Entry from the Open Molecules 2025 dataset: a structure of composition C55H65FeN2 at a distorted geometry (ωB97M-V/def2-TZVPD).

XYZ file:
```
123
Properties=species:S:1:pos:R:3:mulliken_charge:R:1
Fe -4.431 -7.251 4.190 -0.030
N 2.425 1.402 -2.410 1.553
N 0.067 1.793 -2.440 0.498
C 0.311 0.773 -3.270 -0.855
C 6.310 2.711 -3.668 -1.720
C -1.881 0.968 -1.129 0.546
C 4.956 1.204 -2.141 0.571
C -3.483 -8.842 3.244 -0.433
C 2.142 1.066 1.926 -2.364
C 2.056 0.830 0.414 3.159
C -5.858 -0.653 2.666 -0.655
C -2.696 3.629 -0.715 -0.046
C 4.743 4.365 1.642 -0.808
C -3.802 -4.282 3.299 -1.553
C -5.815 -1.220 3.941 -0.551
C 1.801 3.681 -0.434 -1.789
C 1.482 -0.570 0.328 -2.270
C -1.375 -0.514 -1.308 3.219
C 1.186 1.946 -0.104 -1.301
C 5.314 1.557 -3.624 2.317
C -3.410 -6.861 5.964 -0.417
C -4.733 -9.274 3.817 -0.570
C 1.755 0.322 -3.055 -1.061
C -1.515 5.010 -3.330 -1.980
C 4.203 4.135 -1.071 0.125
C -1.780 -1.288 -0.052 -2.077
C -0.751 4.573 -2.064 3.122
C 5.864 0.652 0.036 -1.914
C -1.553 3.393 -1.468 0.167
C -4.804 -6.516 6.123 -0.857
C -3.014 1.261 -0.390 0.115
C -0.801 5.735 -1.057 -2.065
C 4.583 0.619 0.561 -0.305
C 1.521 2.208 -1.876 -0.911
C -4.597 -3.171 3.078 0.759
C -2.124 -1.112 -2.497 -1.929
C 6.047 0.936 -1.303 -0.139
C 5.780 4.461 0.724 -0.660
C 3.148 3.994 -0.160 1.057
C -1.227 2.077 -1.690 -0.922
C 0.039 -0.756 -1.494 0.273
C -5.312 -1.356 1.583 -0.117
C -4.698 -2.575 1.785 -0.836
C 4.108 1.964 -4.441 -1.717
C -3.940 -5.238 4.357 1.234
C 5.953 0.327 -4.270 -1.856
C -5.186 -7.567 2.287 -0.434
C -3.761 -7.789 2.302 -0.393
C -5.146 -5.532 5.146 -0.684
C -2.874 -6.112 4.872 -0.500
C -5.221 -2.447 4.143 -0.610
C 0.634 4.349 -2.576 -3.335
C 3.467 0.878 -0.232 0.372
C 3.445 4.162 1.198 -0.643
C -3.428 2.572 -0.175 -1.625
C -5.790 -8.485 3.227 -0.692
C 5.503 4.358 -0.634 -0.711
C 3.696 1.132 -1.579 -0.357
H -1.328 -2.292 -0.039 0.346
H -6.231 -0.677 4.779 0.370
H -1.482 -0.772 0.872 0.223
H 6.161 0.517 -5.334 0.442
H -6.862 -8.608 3.406 0.442
H 0.359 0.025 -0.459 0.182
H -4.868 -10.114 4.506 0.436
H -5.485 -6.887 6.886 0.452
H -0.631 5.402 -0.023 0.511
H 7.215 2.533 -3.075 0.293
H -1.566 4.189 -4.062 0.403
H -2.500 -9.292 3.433 0.416
H 7.063 0.951 -1.698 0.444
H 4.948 4.440 2.703 0.404
H 6.631 2.895 -4.708 0.514
H 1.376 3.024 0.561 -0.033
H 0.675 -0.836 0.996 0.698
H 1.208 -1.129 -0.875 -0.145
H 3.545 2.784 -3.968 0.244
H 2.593 0.213 2.469 0.498
H -1.775 6.251 -1.054 0.523
H -5.152 -2.865 5.138 0.456
H -2.873 -1.445 0.020 0.305
H -3.027 -7.287 1.661 0.397
H -5.372 -0.929 0.590 0.518
H -3.214 -1.163 -2.330 0.391
H 0.591 -0.392 -2.637 -0.460
H 0.693 1.412 -1.318 -2.119
H 6.724 0.468 0.676 0.373
H -0.041 6.496 -1.296 0.300
H 3.418 1.130 -4.602 0.305
H -0.108 0.818 -4.279 0.310
H 1.045 4.473 -0.328 1.029
H -2.829 -7.528 6.600 0.425
H 5.851 3.646 -3.310 0.259
H -1.972 -0.531 -3.416 0.311
H 1.582 3.660 -1.897 1.184
H 3.989 4.041 -2.134 0.549
H 1.139 1.210 2.368 0.373
H -2.554 5.313 -3.116 0.400
H 2.233 -1.290 0.503 0.696
H 2.634 4.121 1.922 0.495
H 0.686 3.786 -3.476 0.616
H 6.900 0.052 -3.792 0.340
H 4.415 2.323 -5.439 0.458
H -3.606 0.464 0.064 0.183
H -3.042 4.643 -0.515 0.345
H 0.351 -1.844 -1.564 0.414
H 4.477 0.392 1.623 0.351
H -1.776 -2.140 -2.693 0.447
H -2.894 -4.400 2.685 0.324
H 1.219 5.262 -2.675 0.361
H 6.316 4.438 -1.346 0.305
H -5.722 -6.874 1.630 0.410
H 5.283 -0.546 -4.214 0.355
H 2.738 1.959 2.188 0.423
H 6.792 4.620 1.063 0.422
H -1.821 -6.115 4.554 0.441
H -6.135 -5.064 5.037 0.559
H 0.096 1.924 0.246 1.445
H -6.292 0.320 2.516 0.370
H -4.309 2.775 0.430 0.470
H -4.263 -3.113 0.950 0.474
H 2.263 -0.329 -3.786 0.490
H -1.016 5.858 -3.817 0.442
```

Results
- E_LUMO (alpha / beta): 1.85 / 1.83 eV
- Orbital gap (alpha / beta): 4.006 / 3.849 eV
- Expectation value of S²: 6.094
- 2S+1: 5
- Net charge: -1

=====

Record 2
Entry from the Open Molecules 2025 dataset: a cluster of 7 separate species, C55H66FO in total (ωB97M-V/def2-TZVPD).

XYZ file:
```
123
Properties=species:S:1:pos:R:3:mulliken_charge:R:1
F -7.513 -0.277 -4.191 -0.384
O -2.633 3.655 -8.129 -0.477
C -1.306 -7.368 -0.373 -0.549
C -1.183 3.333 1.403 -0.612
C 8.743 5.182 7.351 -0.367
C 8.081 4.444 6.380 -0.498
C 8.282 5.176 8.660 -0.432
C -1.276 -7.025 -1.717 -0.315
C -0.298 -4.554 4.031 -0.285
C -1.019 0.533 -5.157 -0.813
C -5.102 -0.340 -4.227 -0.333
C 4.869 1.150 4.233 -0.449
C -2.826 1.768 -3.734 -1.414
C -1.663 0.712 -6.529 0.285
C 0.467 -0.391 8.239 -0.342
C -1.753 2.838 -0.887 -0.280
C -1.260 1.536 3.175 -1.226
C 6.150 1.537 3.863 -0.586
C 6.326 2.550 2.929 -0.264
C -1.241 -6.377 0.596 -0.102
C -1.802 3.241 -7.049 -0.399
C -0.047 -3.926 -10.039 -0.364
C 0.076 -2.584 -8.048 -0.278
C 3.767 1.781 3.674 -0.323
C -0.434 1.260 6.743 -0.254
C 1.945 1.016 6.971 -0.258
C -3.442 0.843 -2.670 0.452
C -6.339 0.100 -3.480 -0.322
C -1.457 2.019 1.764 0.745
C -1.339 1.617 -4.122 -0.779
C 3.941 2.791 2.739 -0.589
C -1.169 -4.769 6.260 -0.473
C -0.629 0.247 7.672 -0.573
C 5.222 3.174 2.365 -0.433
C -1.142 -5.044 0.221 -0.441
C -1.335 3.730 0.080 -1.148
C 6.958 3.700 6.715 0.141
C -1.882 1.143 0.777 -0.700
C -0.864 -5.334 5.029 -0.421
C 6.498 3.696 8.025 -0.541
C -1.544 -4.351 -8.206 -0.496
C -2.038 1.510 -0.558 0.515
C -2.476 0.469 -1.558 -0.338
C -4.002 3.398 -7.932 -0.601
C -0.963 -3.315 -7.489 -0.398
C -1.115 -4.701 -1.124 -0.557
C -1.182 -5.692 -2.093 -0.486
C 1.754 -0.006 7.890 -0.533
C -3.908 -0.470 -3.286 -0.273
C -0.341 -2.645 5.492 0.210
C -0.910 -3.424 6.489 -0.242
C -1.086 -4.657 -9.480 -0.351
C 0.852 1.646 6.395 -0.560
C -0.033 -3.213 4.263 -0.842
C -1.124 1.896 -7.335 -0.933
C 7.159 4.433 8.997 -0.372
C 0.533 -2.887 -9.323 -0.436
H 2.767 1.483 3.967 0.515
H 0.319 -1.215 8.926 0.393
H 4.730 0.358 4.959 0.451
H -6.392 1.177 -3.360 0.278
H -1.095 -4.269 0.975 0.454
H -2.748 0.812 -6.446 -0.252
H -2.984 2.820 -3.469 0.558
H -1.283 1.733 6.267 0.377
H -1.330 -7.798 -2.474 0.354
H -0.978 2.572 -4.528 0.296
H -0.044 1.978 -7.187 0.434
H -2.071 0.873 3.479 0.367
H -6.399 -0.380 -2.504 0.236
H -0.320 0.988 3.274 0.251
H 6.799 4.430 10.018 0.363
H -2.359 -4.916 -7.772 0.378
H -1.153 -2.980 7.447 0.299
H -1.129 4.757 -0.199 0.381
H 9.617 5.763 7.087 0.357
H -1.273 -6.643 1.646 0.331
H -4.185 2.361 -7.633 0.203
H 8.797 5.753 9.418 0.349
H -1.866 3.183 -1.902 0.182
H -0.859 4.042 2.156 0.365
H -1.617 -5.374 7.038 0.357
H 7.325 2.853 2.642 0.401
H -0.137 -1.597 5.672 0.151
H 8.438 4.448 5.357 0.370
H -3.103 -1.049 -3.804 -0.383
H 2.947 1.313 6.686 0.515
H -1.048 -3.661 -1.416 0.528
H -4.907 0.375 -5.029 -0.199
H 0.308 -4.162 -11.034 0.349
H -4.511 3.582 -8.876 0.291
H -5.327 -1.298 -4.711 0.461
H -1.167 -5.424 -3.141 0.443
H -1.547 -0.025 -1.946 0.035
H 5.619 3.120 8.286 0.416
H -3.413 1.645 -4.650 0.241
H 7.011 1.052 4.305 0.402
H -4.423 4.055 -7.164 0.276
H 5.359 3.960 1.634 0.382
H -0.718 1.430 -3.243 0.674
H -1.232 2.378 3.868 0.358
H 0.070 0.537 -5.309 0.581
H 6.443 3.127 5.956 0.226
H 1.338 -2.311 -9.760 0.366
H -2.399 3.183 -6.134 0.241
H -1.064 4.032 -6.901 0.286
H -1.493 -0.207 -7.099 0.080
H -2.105 0.117 1.054 0.403
H -1.270 -0.453 -4.765 0.015
H -1.541 -5.465 -10.039 0.350
H 1.000 2.426 5.660 0.493
H -1.633 -0.072 7.922 0.357
H -1.281 1.708 -8.400 0.486
H 0.522 -1.771 -7.489 0.407
H -0.063 -4.990 3.068 0.443
H -2.963 -0.311 -0.965 0.343
H -4.232 -1.124 -2.466 0.530
H -1.076 -6.380 4.846 0.374
H -1.385 -8.408 -0.080 0.344
H -1.322 -3.070 -6.497 0.488
H 0.400 -2.603 3.481 0.411
H 2.607 -0.521 8.314 0.402
H 3.079 3.277 2.300 0.479
```

Results
- E_LUMO: 1.93 eV
- Orbital gap: 3.733 eV
- Net charge: -1

=====

Record 3
Entry from the Open Molecules 2025 dataset: a structure of composition C55H68BN7OS3SiV at a distorted geometry (ωB97M-V/def2-TZVPD).

XYZ file:
```
137
Properties=species:S:1:pos:R:3:mulliken_charge:R:1
V 0.567 0.203 -0.436 0.026
S 0.439 2.203 -1.998 -0.001
S 2.633 -0.670 -1.964 -0.153
S -0.201 1.752 1.318 1.208
Si -2.760 0.071 3.408 -0.731
O -0.440 -0.618 -1.627 0.194
N 2.026 3.187 0.616 0.708
N 0.338 4.471 1.160 0.669
N -0.692 -1.574 0.910 1.538
N 2.639 2.567 -3.651 0.401
N 2.846 -1.541 0.713 1.000
N 2.564 0.691 0.402 0.140
N 3.091 2.379 -1.521 0.502
C -4.566 -0.650 -3.129 -0.954
C -3.118 0.540 -1.522 -0.380
C -4.819 1.524 2.086 -0.168
C -4.784 -0.827 1.618 -0.148
C -4.257 0.263 2.327 0.956
C 2.199 -3.681 -0.374 -1.279
C -1.909 3.746 6.178 -0.452
C -3.289 -0.498 -2.599 0.848
C -2.231 -1.276 -3.134 0.639
C -1.452 -2.853 6.005 -0.694
C -1.655 -2.311 0.353 -0.696
C 1.929 2.518 -4.964 1.547
C 4.021 2.645 -3.500 -0.213
C -2.522 -2.165 -4.196 0.756
C -4.860 -1.527 -4.162 0.421
C -5.852 -0.673 0.748 -0.886
C -3.814 -2.275 -4.685 -0.880
C -3.219 3.360 5.929 -0.824
C 4.613 -2.947 -0.277 -1.608
C -1.579 -1.706 5.240 -0.515
C -1.439 -3.012 -4.818 -1.684
C -1.302 5.919 0.091 -1.726
C -2.147 4.165 1.607 -2.381
C 2.577 -0.562 -0.260 0.645
C 2.459 4.496 0.579 -1.545
C 2.083 2.397 -2.421 -0.337
C -1.860 -5.374 2.576 -1.354
C 2.949 2.713 -6.083 -2.276
C 3.263 -2.946 0.447 1.376
C -0.134 -2.049 2.028 -0.564
C 0.907 3.653 -5.038 -1.596
C -5.895 1.679 1.223 -0.891
C -1.455 -4.048 1.999 0.969
C -6.266 -1.666 -4.684 -1.454
C -1.125 1.940 4.795 0.381
C -2.437 -3.833 5.961 -0.355
C -3.477 2.262 5.120 -0.125
C 4.288 2.526 -2.190 -1.352
C -0.474 -3.263 2.596 -1.272
C -0.861 3.027 5.617 -0.853
C 2.727 0.406 1.779 -1.549
C 3.422 -3.677 1.778 -1.983
C -2.057 -3.537 0.857 -1.468
C -0.860 -1.258 -2.645 0.088
C -3.554 -3.641 5.159 -0.977
C -2.437 1.540 4.523 0.394
C -3.680 -2.488 4.395 0.002
C -2.691 -1.497 4.414 0.817
C 0.726 3.171 0.987 -0.916
C 2.921 -0.906 1.947 -0.646
C 1.433 5.289 0.904 -0.373
C -6.423 0.579 0.559 -0.626
C -0.995 5.125 1.366 2.009
C 1.272 1.146 -5.134 -1.415
C -0.875 6.049 2.579 -1.762
B 2.998 2.124 -0.010 -0.265
H 0.147 3.551 -4.267 0.258
H -4.341 -4.387 5.138 0.446
H 0.417 3.630 -6.014 0.469
H 2.493 -3.671 2.351 0.260
H 0.507 0.974 -4.380 0.133
H -0.120 -1.898 -3.112 -0.045
H -1.004 -5.890 3.013 0.372
H -2.835 -4.091 0.344 0.526
H 1.380 6.359 0.973 0.556
H -4.576 -2.352 3.799 0.427
H 4.092 2.364 0.446 -0.223
H 3.679 -4.715 1.567 0.483
H -4.041 3.909 6.372 0.438
H -4.008 -2.968 -5.499 0.244
H 2.023 0.357 -5.051 0.325
H 4.226 -3.255 2.385 0.418
H -6.916 -2.147 -3.947 0.284
H -0.577 6.715 -0.086 0.395
H 3.471 4.743 0.301 0.598
H -2.310 3.492 0.766 0.308
H 5.365 -2.434 0.329 0.346
H -2.290 6.376 0.176 0.451
H 0.165 3.323 5.806 0.411
H 1.259 -3.743 0.176 0.125
H -1.298 5.251 -0.773 0.294
H -3.039 4.783 1.741 0.768
H -2.001 3.574 2.505 0.367
H 2.717 1.197 2.508 0.714
H 2.547 -4.699 -0.573 0.576
H 0.018 -3.591 3.505 0.702
H -0.583 -2.985 6.640 0.450
H -2.341 -4.730 6.559 0.378
H -2.482 1.354 -1.869 0.140
H -2.669 0.157 -0.606 -0.257
H 2.019 -3.183 -1.323 0.244
H -0.125 6.828 2.437 0.426
H -1.705 4.603 6.811 0.395
H 3.075 -1.446 2.864 0.399
H -2.305 -6.017 1.818 0.455
H 0.616 -1.414 2.488 0.012
H -0.797 -0.953 5.287 0.289
H 3.458 3.677 -6.007 0.486
H -0.619 5.471 3.466 0.271
H 3.690 1.912 -6.101 0.494
H -7.260 0.700 -0.117 0.386
H -6.701 -0.692 -4.914 0.345
H -1.836 6.538 2.757 0.463
H -4.336 -1.810 1.728 0.301
H -2.595 -5.224 3.370 0.104
H -0.299 1.425 4.318 0.274
H -0.979 -3.682 -4.087 0.283
H 2.414 2.693 -7.032 0.454
H -0.637 -2.398 -5.237 0.295
H -6.319 2.664 1.064 0.417
H 4.690 2.780 -4.328 0.530
H 4.539 -2.448 -1.241 0.274
H 1.403 4.620 -4.922 0.391
H 4.943 -3.976 -0.440 0.490
H -4.507 1.966 4.951 0.435
H -4.090 0.956 -1.260 0.242
H -1.850 -3.622 -5.622 0.375
H -4.411 2.399 2.579 0.274
H -6.292 -2.270 -5.591 0.366
H 0.811 1.090 -6.123 0.513
H 5.230 2.519 -1.668 0.611
H -6.235 -1.531 0.207 0.410
H -5.365 -0.046 -2.709 0.413
H -2.122 -1.916 -0.540 -0.160
```

Results
- E_LUMO (alpha / beta): 0.56 / -0.42 eV
- Orbital gap (alpha / beta): 5.563 / 4.607 eV
- Expectation value of S²: 0.758
- 2S+1: 2
- Net charge: 0